A molecular structure, C21H39NP2Pt. Source: the Open Molecules 2025 dataset; level of theory: the ωB97M-V functional and the def2-TZVPD basis.

Geometry (Å):
P (-0.02, 0.01, -2.61)
P (1.78, -1.62, -0.04)
C (1.71, -0.63, -2.57)
C (1.85, -1.97, -1.84)
H (2.37, 0.13, -2.11)
H (2.03, -0.73, -3.63)
H (1.02, -2.66, -2.08)
H (2.80, -2.49, -2.11)
C (3.61, -1.89, 0.28)
H (3.87, -1.65, 1.32)
H (4.25, -1.29, -0.37)
H (3.83, -2.95, 0.13)
C (1.26, -3.12, 0.81)
H (2.09, -3.83, 0.85)
H (0.43, -3.54, 0.23)
H (0.95, -2.85, 1.83)
C (0.16, 0.91, -4.19)
H (-0.81, 1.18, -4.61)
H (0.67, 0.25, -4.91)
H (0.77, 1.81, -4.06)
C (-1.16, -1.36, -2.77)
H (-1.07, -2.02, -1.88)
H (-0.97, -1.94, -3.69)
H (-2.18, -0.93, -2.81)
Pt (-2.47, -1.12, -0.37)
C (2.19, 0.08, 1.24)
C (3.27, 0.88, 0.88)
C (3.22, 2.31, 0.67)
C (1.93, 2.94, 0.03)
C (1.64, 2.28, -1.22)
C (0.45, 1.60, -1.38)
C (-0.08, 0.84, -0.07)
C (0.70, 0.59, 1.24)
C (-3.44, 0.55, -1.08)
H (2.43, -0.67, 2.06)
H (4.28, 0.48, 1.02)
H (4.02, 2.66, 0.00)
H (3.33, 2.79, 1.67)
H (1.09, 2.96, 0.73)
H (2.06, 4.01, -0.18)
H (2.23, 2.52, -2.10)
H (-0.32, 2.24, -1.85)
H (-0.62, -0.13, -0.30)
H (-0.93, 1.47, 0.19)
H (0.56, 1.47, 1.90)
H (0.12, -0.18, 1.75)
H (-4.40, 0.62, -0.55)
H (-3.59, 0.36, -2.16)
H (-2.82, 1.43, -0.91)
C (-2.45, 2.33, 1.75)
C (-2.44, 0.93, 2.23)
C (-2.36, 0.74, 3.63)
C (-2.76, -0.57, 3.87)
C (-3.07, -1.14, 2.63)
C (-3.87, -2.36, 2.42)
N (-2.66, -0.31, 1.60)
H (-3.00, 2.95, 2.50)
H (-2.92, 2.49, 0.78)
H (-1.43, 2.73, 1.82)
H (-2.05, 1.51, 4.32)
H (-2.82, -1.07, 4.84)
H (-3.33, -3.20, 2.87)
H (-4.82, -2.29, 2.98)
H (-4.09, -2.54, 1.37)

Results
* 2S+1: 5
* HOMO level (alpha / beta): -0.4293 / -0.4908 Ha
* HOMO-LUMO gap (alpha / beta): 5.28 / 5.30 eV
* molar mass: 562.58 g/mol
* energy relative to the best compared isomer or geometry (same formula, charge and spin): 45.9 kcal per mole
* energy: -45698.5009 eV
* net charge: +2